Density functional theory data (the ωB97M-V functional and the def2-TZVPD basis) for a cluster of 7 separate species, C26H68N9O13 in total in a non-equilibrium geometry.

XYZ file:
```
116
Properties=species:S:1:pos:R:3:mulliken_charge:R:1
N 0.771 -0.902 0.572 0.426
O -0.025 -0.842 -0.362 -0.095
O 1.998 -0.818 0.315 -0.861
O 0.448 -0.994 1.751 -0.412
C -1.395 1.919 2.053 -0.245
O -0.838 2.866 1.192 0.012
C -0.269 4.012 1.792 -0.343
C 0.328 4.800 0.693 -0.840
N 1.513 4.269 0.187 0.178
C 2.169 4.982 -0.895 -1.015
C 1.466 4.928 -2.202 -0.361
O 1.624 3.601 -2.722 -0.354
C 0.697 3.346 -3.777 -0.757
H -2.238 2.378 2.649 0.382
H -0.691 1.642 2.868 0.067
H -1.674 1.032 1.455 -0.165
H 0.477 3.591 2.483 -0.126
H -1.016 4.564 2.332 0.448
H 0.568 5.771 1.127 0.472
H -0.369 5.014 -0.097 0.345
H 1.335 3.301 -0.050 -0.038
H 3.146 4.529 -1.083 0.223
H 2.281 6.047 -0.615 0.474
H 1.819 5.575 -2.978 0.490
H 0.399 5.036 -1.979 0.279
H 0.836 2.305 -4.078 0.209
H 0.878 3.910 -4.689 0.447
H -0.326 3.485 -3.414 0.241
C -0.051 -2.314 7.196 -0.255
O 0.535 -1.121 6.728 -0.343
C 1.436 -1.212 5.667 0.522
C 1.870 0.175 5.235 -0.680
N 2.570 0.236 3.902 -0.358
C 2.743 1.662 3.571 -0.774
C 3.190 1.956 2.120 0.442
O 4.403 1.354 1.747 -0.421
C 4.629 1.485 0.388 -0.393
H -0.534 -2.770 6.353 -0.138
H -0.803 -2.041 7.933 0.247
H 0.655 -3.024 7.643 0.287
H 0.932 -1.735 4.851 -0.452
H 2.355 -1.735 5.924 0.296
H 2.528 0.751 5.879 0.389
H 0.904 0.726 5.181 0.209
H 1.978 -0.129 3.179 0.201
H 3.304 2.162 4.356 0.488
H 1.758 2.182 3.596 0.144
H 3.233 3.052 1.943 0.328
H 2.385 1.558 1.453 -0.382
H 5.503 0.914 0.011 0.256
H 4.806 2.568 0.204 0.280
H 3.712 1.183 -0.158 0.073
C -4.133 -0.985 3.847 -0.561
O -3.463 -2.177 4.155 -0.462
C -2.434 -2.442 3.203 0.381
C -1.992 -3.873 3.347 -0.808
N -0.912 -4.114 2.367 0.514
C -0.203 -5.430 2.460 -0.911
C 0.896 -5.421 1.439 -0.284
O 1.775 -4.334 1.771 -0.312
C 2.640 -3.890 0.724 -0.504
H -4.902 -1.073 3.066 0.292
H -3.491 -0.140 3.566 0.132
H -4.676 -0.723 4.784 0.299
H -1.579 -1.771 3.366 -0.184
H -2.781 -2.186 2.196 0.507
H -2.779 -4.604 3.141 0.311
H -1.627 -4.108 4.365 0.201
H -0.213 -3.365 2.416 -0.162
H -0.889 -6.238 2.218 0.362
H 0.192 -5.650 3.494 0.392
H 0.499 -5.360 0.409 0.170
H 1.434 -6.375 1.591 0.349
H 3.539 -4.488 0.618 0.338
H 2.902 -2.859 0.931 -0.022
H 2.070 -3.893 -0.216 0.229
C -1.633 1.760 -1.612 -0.199
O -2.626 1.698 -2.595 -0.471
C -2.924 0.383 -3.114 -0.350
C -2.133 -0.048 -4.316 -0.464
N -2.299 0.898 -5.418 -0.241
C -1.269 0.927 -6.420 -0.209
C -1.702 1.742 -7.628 -0.720
O -1.522 3.196 -7.538 -0.405
C -2.444 3.827 -6.669 -0.422
H -0.676 1.337 -1.963 0.081
H -1.969 1.260 -0.708 0.257
H -1.443 2.802 -1.363 0.009
H -4.013 0.308 -3.239 0.374
H -2.606 -0.389 -2.377 -0.086
H -2.460 -1.047 -4.611 0.400
H -1.088 -0.076 -4.008 0.212
H -2.422 1.862 -5.123 0.276
H -1.081 -0.133 -6.704 0.427
H -0.360 1.407 -6.082 0.054
H -2.737 1.630 -7.864 0.456
H -1.101 1.439 -8.507 0.321
H -3.511 3.493 -6.724 0.304
H -2.297 4.875 -6.889 0.274
H -2.095 3.631 -5.673 0.001
C -2.005 -3.561 -1.396 0.542
O -2.013 -3.066 -2.523 -0.612
N -1.817 -4.906 -1.297 -0.560
N -2.280 -2.813 -0.273 -0.327
H -1.382 -5.113 -0.434 0.049
H -1.387 -5.274 -2.129 0.295
H -1.933 -1.895 -0.416 -0.043
H -1.990 -3.205 0.648 0.328
C 2.064 -2.360 -3.135 0.501
O 2.550 -3.091 -3.968 -0.777
N 2.919 -1.616 -2.392 -0.299
N 0.775 -2.169 -2.885 0.125
H 3.865 -1.901 -2.562 0.196
H 2.670 -1.237 -1.475 0.346
H 0.550 -1.522 -2.163 -0.103
H 0.006 -2.781 -3.144 0.148
```

Results
calculated total energy: -2502.2218 a.u.
HOMO-LUMO gap: 8.96 eV
charge: -1



Density functional theory data (the ωB97M-V functional and the def2-TZVPD basis) for a structure of composition C26H69FeO9 in a non-equilibrium geometry.

XYZ file:
```
105
Properties=species:S:1:pos:R:3:mulliken_charge:R:1
Fe -2.066 1.728 -1.821 0.958
C -0.323 1.043 1.611 -1.070
C -0.223 0.169 0.384 1.295
O -1.170 0.452 -0.592 0.022
H 0.548 0.907 2.254 0.172
H -1.083 0.732 2.331 0.120
H -0.446 2.085 1.315 0.145
H -0.234 -0.863 0.754 -0.440
H 0.773 0.340 -0.045 -0.282
C 0.443 4.680 -0.906 -0.984
C -0.240 4.256 -2.203 0.403
C 0.534 4.595 -3.458 -1.523
O -0.358 2.784 -2.204 0.162
H 0.615 5.749 -0.794 0.467
H 1.446 4.260 -1.044 0.097
H -0.030 4.292 -0.006 0.195
H -1.229 4.725 -2.202 0.590
H 0.610 5.687 -3.440 0.450
H -0.028 4.346 -4.357 0.382
H 1.565 4.245 -3.491 0.351
H 0.530 2.481 -2.509 0.008
C -5.754 0.744 -3.202 -1.335
C -5.104 1.195 -1.883 0.466
C -5.924 0.728 -0.702 -1.490
O -3.746 0.625 -1.845 -0.377
H -5.086 0.988 -4.026 0.280
H -6.698 1.266 -3.348 0.489
H -5.959 -0.326 -3.134 0.367
H -5.046 2.286 -1.882 0.327
H -5.544 1.142 0.233 0.368
H -6.040 -0.353 -0.589 0.444
H -6.952 1.076 -0.810 0.429
H -3.939 -0.296 -1.611 0.310
C 0.642 0.528 5.686 -0.736
C 0.659 -0.591 6.778 0.245
C -0.676 -0.639 7.515 -1.139
O 0.903 -1.856 6.180 -0.531
H 1.556 0.536 5.090 0.219
H 0.540 1.492 6.187 0.412
H -0.218 0.395 5.028 0.008
H 1.498 -0.491 7.474 0.439
H -1.420 -0.837 6.741 0.179
H -0.958 0.276 8.033 0.383
H -0.700 -1.443 8.250 0.329
H 1.788 -1.896 5.810 0.301
C -2.276 -1.738 3.990 0.148
C -2.511 -3.047 3.261 0.325
C -1.195 -3.712 2.904 -0.631
O -3.265 -3.933 4.080 -0.580
H -1.798 -1.000 3.341 -0.683
H -1.617 -1.805 4.858 -0.010
H -3.237 -1.371 4.354 0.438
H -3.089 -2.880 2.350 0.234
H -1.251 -4.684 2.413 0.390
H -0.573 -3.902 3.781 0.263
H -0.688 -3.023 2.218 -0.166
H -2.941 -3.927 4.986 0.363
C 4.456 1.164 -3.456 -1.363
C 3.006 0.733 -3.192 0.288
C 2.954 -0.494 -2.309 -0.710
O 2.332 1.818 -2.546 -0.241
H 4.856 1.473 -2.483 0.214
H 4.643 2.045 -4.067 0.348
H 5.065 0.312 -3.757 0.399
H 2.531 0.559 -4.161 0.381
H 3.688 -0.423 -1.505 0.447
H 3.219 -1.400 -2.861 0.502
H 1.923 -0.652 -1.994 -0.356
H 2.875 2.038 -1.763 -0.032
C 0.965 -5.115 -2.034 -1.143
C 2.016 -4.579 -1.077 0.758
C 1.403 -3.991 0.189 -0.905
O 2.960 -5.572 -0.727 -0.518
H 1.396 -5.386 -2.999 0.381
H 0.199 -4.378 -2.282 0.034
H 0.488 -6.002 -1.609 0.444
H 2.407 -3.675 -1.559 -0.144
H 0.674 -3.209 -0.057 0.012
H 2.156 -3.494 0.804 0.454
H 0.904 -4.727 0.821 0.261
H 2.485 -6.410 -0.746 0.360
C -2.427 -0.982 -4.948 -1.373
C -1.622 -0.951 -3.680 0.801
C -0.324 -1.731 -3.733 -1.257
O -1.348 0.463 -3.410 -0.244
H -3.381 -0.466 -4.838 0.231
H -2.677 -2.015 -5.203 0.415
H -1.933 -0.563 -5.826 0.353
H -2.218 -1.340 -2.855 0.054
H 0.215 -1.610 -2.795 0.104
H 0.330 -1.516 -4.581 0.406
H -0.523 -2.794 -3.874 0.439
H -0.748 0.773 -4.102 0.301
C 3.574 1.608 1.979 -1.311
C 3.258 2.791 1.067 1.150
C 3.762 4.149 1.593 -1.433
O 3.864 2.592 -0.207 -0.550
H 3.149 1.821 2.962 0.270
H 4.654 1.459 2.022 0.460
H 3.128 0.671 1.642 0.254
H 2.179 2.864 0.901 -0.410
H 3.267 4.335 2.548 0.402
H 3.558 4.942 0.876 0.367
H 4.837 4.109 1.775 0.381
H 4.812 2.535 -0.033 0.319
```

Results
calculated total energy: -2972.2345 a.u.
HOMO-LUMO gap (spin up / spin down): 6.40 / 4.04 eV
spin multiplicity: 6
charge: +2